Computed, not measured: C44H42N5O3P2PtSe2 as an isolated structure at a distorted geometry, with the ωB97M-V functional and the def2-TZVPD basis.

Output
**E_tot**: -212415.640 eV
**Gap between HOMO and LUMO**: 0.2734 Ha
**HOMO energy**: -9.9 eV
**Charge**: +1
**Relative energy (zero: lowest compared OMol25 entry of this formula, charge and spin)**: 0.6299 eV

XYZ file:
```
99
Properties=species:S:1:pos:R:3:forces:R:3:mulliken_charge:R:1
Pt 1.52195 1.08108 -0.93251 -0.156 -0.192 0.719 0.96
N 3.27457 0.19236 -1.66139 -0.024 0.028 0.240 -0.51
N 3.72877 1.05303 -2.68314 -0.150 -0.178 0.010 -0.41
C 2.83774 1.85627 -3.36719 0.313 -0.108 -0.399 0.62
O 3.13405 2.42969 -4.36543 -0.074 0.146 0.074 -0.55
O 1.57916 1.93022 -2.79807 0.141 -0.239 -0.433 -0.48
H 3.94183 0.15325 -0.89336 0.031 0.054 -0.070 0.45
H 3.11196 -0.76311 -1.98088 -0.104 0.006 -0.010 0.34
H 4.53628 0.76972 -3.21942 0.053 0.037 0.044 0.27
Se -1.47716 -3.11039 3.03701 -0.010 0.003 -0.007 -0.34
P 0.01553 -1.89111 3.86714 -0.012 -0.007 0.055 0.68
C -0.57194 -0.58767 4.97797 0.002 -0.006 -0.023 0.43
C 0.27320 0.45774 5.34494 -0.013 0.012 0.000 -0.17
C -0.16673 1.43516 6.22360 0.001 -0.001 -0.005 -0.94
C -1.44648 1.35396 6.75840 -0.001 -0.001 -0.001 -0.75
C -2.28483 0.30584 6.40521 0.001 0.011 0.001 -0.64
C -1.85462 -0.66104 5.50818 0.005 -0.016 0.002 -0.81
C 1.29412 -2.79647 4.77087 -0.016 -0.010 -0.011 0.84
C 1.87036 -3.90370 4.14834 -0.002 -0.003 0.001 -0.44
C 2.83374 -4.64297 4.81107 0.003 -0.002 -0.002 -0.77
C 3.21698 -4.29400 6.10004 0.001 0.004 0.002 -0.48
C 2.63311 -3.20544 6.72782 0.001 0.000 -0.002 -0.74
C 1.67180 -2.45393 6.06573 0.003 -0.001 -0.004 -0.23
C 0.91909 -1.01617 2.55496 0.018 0.039 -0.018 0.59
C 0.63185 0.10573 1.78529 -0.128 0.048 0.000 -0.54
N 1.50810 0.05726 0.75405 0.135 0.135 -0.153 0.64
N 2.29458 -0.99417 0.88123 0.028 -0.035 0.001 -0.90
N 1.95279 -1.65020 1.95649 0.012 0.018 0.003 -0.56
P -0.37721 1.56957 1.81805 0.085 -0.126 0.145 0.67
Se -0.53570 2.17179 -0.28183 -0.048 0.031 -0.008 -0.30
C 0.50144 2.84463 2.72816 -0.004 0.004 -0.027 1.08
C -0.03818 4.13019 2.78263 0.004 -0.009 0.016 -0.54
C 0.64259 5.13358 3.44949 -0.006 0.008 -0.009 -0.82
C 1.87276 4.86602 4.03739 0.010 -0.010 0.006 -0.64
C 2.42884 3.59845 3.94864 -0.001 0.012 0.001 -0.68
C 1.74650 2.58530 3.29187 -0.005 0.011 -0.006 -0.39
C -1.99847 1.25341 2.49043 -0.005 0.017 -0.043 0.65
C -2.58992 2.09299 3.43092 0.008 -0.010 0.038 -0.42
C -3.89173 1.84511 3.83542 0.009 -0.013 -0.002 -0.84
C -4.58547 0.75863 3.32116 0.004 0.000 0.001 -0.63
C -3.98325 -0.09122 2.40258 0.003 -0.006 0.006 -0.89
C -2.69287 0.15989 1.97235 -0.007 0.004 -0.012 -0.40
H 1.28402 0.49555 4.95882 0.000 -0.002 0.003 0.85
H 0.49148 2.24960 6.49917 -0.001 0.001 0.001 0.46
H -1.78809 2.10796 7.45610 0.001 0.000 0.000 0.42
H -3.28065 0.24315 6.82436 0.001 0.001 0.002 0.46
H -2.50360 -1.47591 5.21011 0.001 0.002 -0.002 0.36
H 1.55512 -4.18434 3.15253 0.001 -0.001 0.002 0.40
H 3.28073 -5.49974 4.32476 0.000 0.000 0.000 0.39
H 3.96455 -4.87988 6.61870 0.000 0.000 0.001 0.39
H 2.91687 -2.94196 7.73809 0.001 0.000 0.000 0.41
H 1.21214 -1.61655 6.57250 -0.001 0.002 0.001 0.34
H -0.97843 4.35197 2.29179 -0.001 0.002 0.004 0.55
H 0.22085 6.12834 3.49865 0.001 0.000 0.000 0.45
H 2.40609 5.65443 4.55171 0.000 -0.001 0.002 0.43
H 3.39735 3.39651 4.38628 0.001 0.002 0.001 0.46
H 2.18824 1.60045 3.21179 0.000 0.000 -0.006 0.31
H -2.03897 2.91703 3.86236 -0.004 0.002 -0.002 0.53
H -4.35793 2.49360 4.56505 -0.002 -0.001 0.000 0.46
H -5.59916 0.56516 3.64706 0.000 0.001 0.001 0.42
H -4.51248 -0.95619 2.02684 -0.002 0.003 -0.001 0.48
H -2.22068 -0.50310 1.25701 -0.006 0.002 -0.001 0.57
C -3.59409 -0.49730 -6.78887 -0.003 0.013 0.013 -1.65
C -2.59147 -1.08618 -5.83809 0.001 0.001 -0.044 0.51
C -1.56758 -1.90473 -6.29393 -0.018 -0.032 -0.005 -0.72
C -0.63563 -2.45464 -5.42584 -0.007 -0.085 -0.019 0.70
C 0.43202 -3.36086 -5.99151 -0.039 0.031 -0.017 -1.96
C -0.71187 -2.14290 -4.05844 -0.039 -0.041 0.066 1.11
C 0.36148 -2.62087 -3.17221 -0.018 0.033 0.060 -0.84
O 0.65487 -2.12681 -2.09860 0.135 0.083 -0.162 -0.37
C -1.76552 -1.34495 -3.56565 -0.060 0.027 -0.063 1.33
C -1.96187 -1.06516 -2.10011 -0.035 -0.021 -0.026 -1.39
C -2.68337 -0.83469 -4.47217 0.045 0.012 0.088 -0.93
H -3.45737 -0.87969 -7.79863 0.002 0.000 -0.002 0.37
H -3.50186 0.59003 -6.82222 0.013 -0.001 0.004 0.32
H -4.61168 -0.72602 -6.47009 0.002 -0.003 0.001 0.39
H -1.50040 -2.13083 -7.35188 0.007 0.007 -0.001 0.30
H 0.30332 -3.45987 -7.06757 -0.007 0.002 -0.003 0.36
H 0.38157 -4.36150 -5.56020 0.004 0.000 0.000 0.47
H 1.43827 -2.97861 -5.81591 0.045 0.004 0.008 0.38
H 0.95916 -3.46619 -3.55089 -0.017 -0.037 0.011 0.34
H -1.95617 -1.98688 -1.51607 0.013 0.002 -0.002 0.45
H -2.91323 -0.55550 -1.94528 0.016 -0.019 0.007 0.44
H -1.16633 -0.44498 -1.69391 0.016 0.041 0.069 0.12
H -3.50581 -0.23252 -4.10010 0.006 -0.006 -0.004 0.42
C 0.42154 1.14820 -3.62430 0.451 0.775 0.953 0.52
C 0.65030 1.15496 -5.06160 -0.043 -0.118 -0.373 0.68
C 0.19538 2.21427 -5.84213 -0.036 -0.005 -0.006 -0.48
C 0.41571 2.21109 -7.20768 -0.013 0.018 0.026 -0.86
C 1.09216 1.14978 -7.79438 0.029 -0.065 -0.036 -0.46
C 1.54828 0.08838 -7.02378 0.024 0.061 -0.034 -0.99
C 1.32627 0.09397 -5.65847 0.024 0.004 0.066 0.44
H 0.44886 0.19087 -3.10984 -0.168 -0.115 -0.355 -1.15
H -0.37163 1.78842 -3.25599 -0.405 -0.263 -0.292 0.46
H -0.32383 3.03915 -5.36929 -0.009 0.011 -0.022 0.46
H 0.06724 3.03331 -7.81747 -0.007 0.006 0.008 0.46
H 1.26525 1.14958 -8.86254 -0.002 -0.001 -0.003 0.44
H 2.07227 -0.73478 -7.49087 0.003 -0.011 0.006 0.44
H 1.66919 -0.73094 -5.04133 -0.006 0.029 -0.043 0.37
```
Positions in Å, forces in eV/Å.